(1)
111
Properties=species:S:1:pos:R:3 method="wB97M-V/def2-TZVPD" smiles="CN(C)P(=O)(N(C)C)N(C)C.CN(C)P(=O)(N(C)C)N(C)C.CN(C)P(=O)(N(C)C)N(C)C.O=C1CCCO1.O=C1CCCO1" total_charge=0 homo_lumo_gap_ev=8.165 e_lumo_ev=0.13
O 3.49 -5.68 15.08
P 3.26 -4.53 14.16
N 3.24 -4.86 12.55
C 3.10 -3.90 11.45
C 3.45 -6.24 12.12
N 4.39 -3.25 14.46
C 5.56 -3.55 15.26
C 4.27 -2.00 13.78
N 1.80 -3.79 14.46
C 1.62 -3.09 15.74
C 0.60 -4.36 13.82
H 2.47 -4.42 10.73
H 4.06 -3.77 10.96
H 2.53 -3.04 11.80
H 2.53 -6.82 12.08
H 4.19 -6.69 12.78
H 3.90 -6.31 11.13
H 6.05 -2.63 15.58
H 5.32 -4.17 16.12
H 6.30 -4.09 14.65
H 5.05 -1.26 13.98
H 4.31 -1.99 12.69
H 3.38 -1.42 14.05
H 0.56 -3.06 15.98
H 2.14 -3.59 16.56
H 1.93 -2.06 15.59
H 0.37 -5.30 14.32
H 0.65 -4.34 12.74
H -0.19 -3.65 14.08
O -8.30 -8.66 12.80
P -7.83 -8.51 11.40
N -8.72 -7.42 10.49
C -8.33 -7.23 9.10
C -9.36 -6.23 11.06
N -7.82 -9.94 10.50
C -6.79 -10.95 10.60
C -8.98 -10.32 9.73
N -6.19 -8.08 11.28
C -5.39 -8.32 10.07
C -5.79 -6.94 12.08
H -9.23 -6.87 8.58
H -8.01 -8.16 8.64
H -7.49 -6.54 8.98
H -10.24 -6.03 10.44
H -8.65 -5.40 11.02
H -9.78 -6.40 12.05
H -6.07 -10.63 11.35
H -7.21 -11.84 11.09
H -6.29 -11.14 9.64
H -9.46 -11.21 10.16
H -9.70 -9.50 9.68
H -8.75 -10.48 8.67
H -5.94 -8.73 9.23
H -4.95 -7.37 9.78
H -4.57 -9.01 10.27
H -4.71 -6.96 12.25
H -6.35 -6.91 13.01
H -6.09 -6.01 11.58
O 0.38 -5.44 9.11
P -1.05 -5.44 8.74
N -1.44 -6.70 7.68
C -2.75 -7.23 7.43
C -0.38 -7.14 6.75
N -1.48 -4.03 7.91
C -2.68 -3.91 7.11
C -0.43 -3.08 7.60
N -2.10 -5.64 10.02
C -3.24 -4.82 10.38
C -1.88 -6.87 10.82
H -3.57 -6.66 7.88
H -2.94 -8.26 7.77
H -3.02 -7.25 6.37
H 0.11 -8.00 7.21
H 0.38 -6.36 6.71
H -0.77 -7.41 5.78
H -3.46 -4.55 7.52
H -3.13 -2.92 7.15
H -2.61 -4.30 6.08
H -0.78 -2.12 7.21
H 0.15 -2.97 8.51
H 0.24 -3.43 6.79
H -4.23 -5.25 10.20
H -3.10 -4.54 11.43
H -3.27 -3.83 9.92
H -2.86 -7.29 11.04
H -1.27 -6.66 11.69
H -1.33 -7.57 10.19
O -4.11 -1.57 9.26
C -5.28 -1.76 9.06
O -6.02 -2.61 9.78
C -7.34 -2.85 9.21
C -7.48 -1.72 8.21
C -6.13 -1.13 7.99
H -8.07 -2.76 10.01
H -7.19 -3.79 8.67
H -8.01 -0.88 8.69
H -8.03 -1.94 7.30
H -6.04 -0.06 8.21
H -5.68 -1.22 7.00
O -5.38 2.81 6.00
C -4.37 2.24 5.72
O -3.93 1.16 6.37
C -2.98 0.38 5.64
C -2.44 1.36 4.56
C -3.50 2.48 4.53
H -3.50 -0.48 5.22
H -2.19 0.09 6.33
H -2.39 0.86 3.60
H -1.50 1.76 4.92
H -4.04 2.61 3.59
H -2.90 3.39 4.60



(2)
126
Properties=species:S:1:pos:R:3 method="wB97M-V/def2-TZVPD" total_charge=-1 homo_lumo_gap_ev=9.275 e_above_lowest_kj_mol=7.6 e_lumo_ev=1.91
O 2.76 0.40 2.66
C 1.74 -0.01 2.19
O 1.51 -0.28 0.92
B 0.08 -0.52 0.72
O -0.54 -0.44 2.05
C 0.36 -0.04 2.92
O 0.15 0.27 4.05
O -0.19 -1.79 0.05
C -0.73 -1.61 -1.14
O -1.08 -2.50 -1.86
C -0.95 -0.11 -1.31
O -0.55 0.49 -0.22
O -1.34 0.44 -2.30
O -2.51 -4.49 -3.01
H -2.03 -4.12 -3.76
H -2.41 -3.82 -2.32
C -0.24 -5.18 0.60
C -0.63 -4.39 1.84
O -0.39 -5.17 3.01
O 1.17 -5.33 0.45
H -0.64 -4.72 -0.30
H -0.66 -6.19 0.60
H -1.67 -4.11 1.78
H 0.02 -3.52 1.88
H 0.55 -5.31 3.10
H 1.48 -6.14 0.88
C -3.67 -0.28 1.97
C -4.57 -1.08 2.89
O -5.29 -2.13 2.24
O -4.37 0.52 1.07
H -3.02 -1.00 1.44
H -2.97 0.32 2.56
H -5.23 -0.38 3.41
H -4.02 -1.59 3.69
H -6.01 -1.70 1.75
H -4.93 -0.01 0.48
C 0.32 3.63 3.13
C 0.17 5.14 2.96
O -1.20 5.54 2.85
O 0.08 3.17 4.46
H 1.34 3.30 2.89
H -0.31 3.07 2.43
H 0.65 5.43 2.02
H 0.61 5.60 3.84
H -1.43 5.34 1.93
H -0.21 2.25 4.45
C -2.17 1.77 -5.39
C -1.86 0.34 -5.75
O -1.85 0.19 -7.20
O -3.52 2.09 -5.67
H -1.50 2.48 -5.89
H -1.91 1.90 -4.33
H -2.70 -0.30 -5.46
H -0.94 -0.06 -5.33
H -1.85 -0.76 -7.35
H -3.58 2.23 -6.62
C 1.74 3.89 -1.70
C 1.83 3.38 -0.27
O 2.54 4.31 0.53
O 3.05 4.05 -2.26
H 1.25 4.85 -1.78
H 1.21 3.12 -2.27
H 2.30 2.40 -0.13
H 0.80 3.21 0.08
H 3.39 4.45 0.08
H 3.45 3.17 -2.22
C -2.05 3.98 -0.95
C -3.04 4.49 -1.97
O -2.61 5.68 -2.60
O -1.88 4.96 0.06
H -1.07 3.77 -1.40
H -2.40 3.05 -0.53
H -4.01 4.54 -1.47
H -3.16 3.71 -2.74
H -3.05 5.76 -3.45
H -1.64 5.81 -0.32
C 2.09 0.30 7.42
C 0.57 0.34 7.65
O -0.06 -0.55 6.75
O 2.58 -0.95 7.87
H 2.60 1.08 7.99
H 2.26 0.50 6.36
H 0.13 1.35 7.63
H 0.23 0.10 8.66
H 0.06 -0.17 5.86
H 2.06 -1.61 7.39
C 6.21 0.46 2.58
C 5.66 1.73 1.98
O 6.74 2.46 1.34
O 6.74 -0.48 1.65
H 5.42 0.03 3.20
H 7.00 0.73 3.29
H 5.20 2.39 2.71
H 4.92 1.54 1.21
H 6.99 3.17 1.93
H 7.51 -0.01 1.29
C 0.87 -5.47 -2.99
C 2.01 -6.28 -2.44
O 2.81 -6.90 -3.44
O -0.31 -6.28 -3.03
H 1.14 -5.18 -4.02
H 0.67 -4.51 -2.51
H 1.67 -6.98 -1.67
H 2.62 -5.56 -1.87
H 3.45 -7.44 -2.97
H -1.08 -5.69 -3.16
C -5.17 -1.11 -3.45
C -4.61 -0.52 -2.14
O -5.46 -0.85 -1.03
O -4.81 -2.49 -3.60
H -4.72 -0.56 -4.27
H -6.26 -1.01 -3.52
H -4.51 0.56 -2.22
H -3.67 -1.00 -1.88
H -5.83 -1.74 -1.12
H -4.99 -2.93 -2.76
C 4.21 0.26 -1.64
C 2.94 -0.34 -2.19
O 3.12 -0.70 -3.56
O 4.46 1.56 -2.16
H 5.11 -0.34 -1.86
H 4.11 0.30 -0.56
H 2.12 0.36 -2.01
H 2.58 -1.22 -1.64
H 3.90 -1.26 -3.62
H 4.72 1.45 -3.08



(3)
124
Properties=species:S:1:pos:R:3 method="wB97M-V/def2-TZVPD" total_charge=+1 homo_lumo_gap_ev=5.935 e_above_lowest_kj_mol=0.0 e_lumo_ev=-5.03
C -0.98 4.50 -1.84
C -0.14 3.95 -0.97
N -0.18 4.49 0.37
C -1.19 4.37 1.26
S -2.75 3.51 1.06
O -2.56 2.13 1.37
O -3.24 3.58 -0.26
F -3.85 4.14 2.05
N -0.78 5.05 2.34
N 0.41 5.54 2.16
N 0.76 5.17 0.96
C 2.12 5.56 0.43
I 2.43 7.62 0.97
C 3.14 4.55 1.06
C 4.57 5.10 1.23
I 3.28 2.79 -0.21
H -1.29 5.54 -1.69
H -1.36 3.90 -2.68
H 0.55 3.18 -1.29
H 2.07 5.46 -0.66
H 2.74 4.26 2.05
H 5.15 4.30 1.73
H 5.09 5.26 0.27
H 4.64 5.97 1.89
C -6.52 3.27 4.91
C -5.07 2.88 5.11
O -4.96 1.46 5.14
O -7.32 2.73 5.95
H -6.63 4.36 4.91
H -6.89 2.87 3.96
H -4.70 3.24 6.07
H -4.44 3.26 4.31
H -5.13 1.15 4.24
H -6.96 1.85 6.14
C 3.54 -1.38 1.22
C 2.42 -2.06 0.45
O 2.98 -2.95 -0.51
O 4.40 -0.69 0.33
H 3.14 -0.67 1.94
H 4.14 -2.13 1.76
H 1.84 -1.32 -0.10
H 1.75 -2.61 1.12
H 3.37 -3.70 -0.03
H 4.47 -1.24 -0.46
C 3.18 -4.78 -4.74
C 2.09 -3.74 -4.56
O 1.36 -4.01 -3.36
O 2.61 -6.08 -4.77
H 3.73 -4.61 -5.66
H 3.88 -4.74 -3.89
H 1.37 -3.80 -5.39
H 2.50 -2.73 -4.52
H 1.95 -3.82 -2.62
H 1.89 -6.07 -4.13
C -0.74 7.87 -4.12
C -1.53 7.71 -5.40
O -2.91 7.90 -5.12
O -1.20 6.92 -3.15
H 0.33 7.70 -4.29
H -0.88 8.87 -3.70
H -1.41 6.71 -5.80
H -1.20 8.44 -6.16
H -3.05 8.83 -4.92
H -2.16 6.87 -3.27
C -10.99 4.21 4.61
C -10.56 3.57 3.31
O -9.61 2.54 3.57
O -9.87 4.73 5.31
H -11.69 5.03 4.43
H -11.47 3.47 5.26
H -10.05 4.30 2.67
H -11.41 3.15 2.77
H -10.08 1.81 4.01
H -9.15 4.09 5.17
C 6.41 -7.04 -3.87
C 6.55 -7.93 -2.66
O 5.42 -7.74 -1.80
O 6.31 -5.68 -3.46
H 7.27 -7.14 -4.53
H 5.50 -7.28 -4.43
H 7.44 -7.67 -2.09
H 6.61 -8.98 -2.95
H 4.65 -8.11 -2.24
H 5.78 -5.69 -2.65
C 7.99 5.81 4.48
C 6.61 6.45 4.54
O 5.63 5.51 4.07
O 8.28 5.40 3.15
H 8.76 6.52 4.80
H 8.03 4.93 5.13
H 6.56 7.31 3.87
H 6.36 6.76 5.55
H 5.56 4.81 4.74
H 7.45 5.06 2.79
C -4.37 -2.64 2.42
C -4.40 -1.18 2.02
O -4.72 -0.39 3.16
O -5.62 -3.02 2.97
H -4.15 -3.28 1.57
H -3.60 -2.80 3.20
H -5.18 -1.01 1.27
H -3.44 -0.85 1.61
H -3.97 -0.42 3.76
H -5.93 -2.26 3.48
C -6.82 -6.81 0.52
C -6.87 -5.34 0.12
O -7.19 -4.55 1.26
O -8.07 -7.20 1.06
H -6.61 -7.44 -0.34
H -6.06 -6.97 1.28
H -7.65 -5.17 -0.62
H -5.90 -5.01 -0.29
H -6.43 -4.57 1.86
H -8.38 -6.45 1.58
C 7.86 -9.08 -6.52
C 9.32 -9.48 -6.40
O 9.42 -10.90 -6.35
O 7.12 -9.61 -5.43
H 7.75 -8.00 -6.53
H 7.43 -9.49 -7.45
H 9.74 -9.10 -5.47
H 9.91 -9.10 -7.24
H 9.20 -11.24 -7.23
H 7.50 -10.49 -5.25



(4)
108
Properties=species:S:1:pos:R:3 method="wB97M-V/def2-TZVPD" smiles=COCCNCCOC.COCCNCCOC.COCCNCCOC.COCCNCCOC.CO.CO total_charge=0 homo_lumo_gap_ev=9.273 e_above_lowest_kj_mol=184.3 e_lumo_ev=0.65
C -12.50 8.81 4.01
O -13.75 9.37 4.40
C -14.73 8.41 4.76
C -16.12 9.02 4.94
N -16.16 9.99 6.09
C -16.10 9.43 7.42
C -15.93 10.54 8.54
O -14.67 11.17 8.45
C -14.49 12.29 9.27
H -11.85 9.63 3.70
H -12.70 8.17 3.15
H -11.98 8.20 4.75
H -14.40 7.91 5.67
H -14.73 7.56 4.08
H -16.95 8.34 5.09
H -16.38 9.43 3.96
H -15.32 10.55 6.14
H -15.44 8.58 7.58
H -17.03 8.88 7.52
H -16.18 10.05 9.49
H -16.65 11.33 8.35
H -14.66 12.00 10.30
H -15.15 13.06 8.88
H -13.50 12.76 9.26
C -21.78 13.57 -2.46
O -22.43 13.61 -1.23
C -22.75 14.94 -0.79
C -21.55 15.78 -0.30
N -20.95 14.95 0.71
C -19.69 15.41 1.23
C -19.02 14.38 2.14
O -18.57 13.35 1.32
C -18.02 12.24 1.96
H -20.70 13.63 -2.33
H -22.02 14.30 -3.23
H -22.08 12.60 -2.86
H -23.42 14.76 0.05
H -23.32 15.52 -1.52
H -21.87 16.71 0.19
H -20.81 15.94 -1.09
H -20.68 14.08 0.26
H -19.87 16.30 1.83
H -19.00 15.68 0.43
H -19.81 14.17 2.87
H -18.16 14.85 2.61
H -18.82 11.77 2.53
H -17.24 12.54 2.66
H -17.54 11.61 1.21
C -18.58 7.92 1.32
O -19.86 7.91 1.93
C -20.05 6.96 2.91
C -21.50 6.92 3.35
N -21.80 8.10 4.21
C -23.10 8.04 4.90
C -23.08 9.17 5.99
O -23.11 10.50 5.41
C -23.13 11.51 6.41
H -18.48 8.84 0.75
H -18.46 7.08 0.63
H -17.81 7.92 2.09
H -19.39 7.22 3.73
H -19.82 5.98 2.49
H -21.70 6.01 3.91
H -22.17 6.92 2.50
H -21.71 8.92 3.63
H -23.17 7.05 5.35
H -23.95 8.16 4.24
H -22.20 9.17 6.63
H -24.01 8.93 6.52
H -24.04 11.49 7.01
H -23.02 12.48 5.92
H -22.30 11.46 7.10
C -19.67 7.34 8.46
O -18.72 7.80 9.41
C -18.04 6.77 10.11
C -17.50 7.18 11.46
N -16.48 6.32 12.06
C -15.20 6.56 11.39
C -14.12 5.69 12.04
O -13.84 6.30 13.28
C -13.53 5.48 14.41
H -20.34 6.68 9.00
H -19.22 6.74 7.67
H -20.18 8.24 8.10
H -17.21 6.54 9.45
H -18.76 5.97 10.29
H -18.33 7.24 12.16
H -17.15 8.21 11.33
H -16.33 6.49 13.04
H -14.95 7.62 11.39
H -15.17 6.16 10.37
H -13.18 5.72 11.49
H -14.47 4.66 12.13
H -14.27 4.68 14.51
H -13.56 5.96 15.38
H -12.57 4.97 14.30
C -19.45 10.16 5.46
O -18.66 11.26 5.89
H -20.41 10.48 5.05
H -18.92 9.72 4.62
H -19.65 9.38 6.20
H -17.78 10.89 6.00
C -22.41 12.10 2.75
O -22.90 10.76 2.72
H -23.02 12.71 2.09
H -22.21 12.55 3.72
H -21.45 12.15 2.24
H -22.98 10.48 3.64